Run A
The following is a quantum chemistry calculation of a 2-piece molecular cluster, C4H10OS overall, from the Open Molecules 2025 dataset.

Geometry as XYZ:
```
16
Properties=species:S:1:pos:R:3:mulliken_charge:R:1
C 1.622 -0.890 1.144 -0.996
S 1.012 0.799 1.363 -0.050
C 1.686 1.528 -0.149 -0.764
H 2.095 -0.997 0.167 0.349
H 2.292 -1.154 1.952 0.329
H 0.870 -1.675 1.105 0.353
H 1.645 2.595 0.071 0.292
H 1.129 1.415 -1.079 0.242
H 2.722 1.224 -0.257 0.292
C -3.054 -0.742 -1.847 -0.766
C -1.826 -0.443 -1.426 0.225
O -1.113 -1.157 -0.518 -0.435
H -3.344 -0.588 -2.874 0.232
H -3.756 -1.259 -1.202 0.257
H -1.287 0.273 -2.047 0.171
H -0.264 -0.707 -0.436 0.269
```

Properties
M   106.2 g/mol
Charge   0
SMILES string   C=CO.CSC
Orbital gap   9.44 eV
LUMO   0.79 eV
HOMO energy   -8.6 eV

=====

Run B
The following is a quantum chemistry calculation of a 2-piece molecular cluster, C4H10OS overall, from the Open Molecules 2025 dataset.

Geometry as XYZ:
```
16
Properties=species:S:1:pos:R:3:mulliken_charge:R:1
C -1.984 -0.146 0.476 -0.468
O -2.942 -0.449 -0.568 -0.503
C -0.636 -0.329 -0.304 -0.645
C 0.625 0.123 0.457 -0.304
C 1.783 0.270 -0.478 -0.801
S 3.179 1.299 0.161 -0.216
H -2.070 -0.770 1.360 0.277
H -2.095 0.938 0.746 0.318
H -3.743 0.037 -0.306 0.302
H -0.618 -1.372 -0.634 0.318
H -0.601 0.260 -1.199 0.329
H 0.639 1.097 0.980 0.379
H 0.757 -0.572 1.362 0.197
H 1.548 0.785 -1.436 0.297
H 2.082 -0.729 -0.824 0.369
H 4.077 -0.444 0.209 0.151
```

Properties
M   106.2 g/mol
Charge   0
Orbital gap   8.29 eV
LUMO   -0.88 eV
HOMO energy   -9.2 eV

=====

Least stable of them? run B.

=====

Run A
The following is a quantum chemistry calculation of one molecule with the formula C4H10OS, from the Open Molecules 2025 dataset.

Geometry as XYZ:
```
16
Properties=species:S:1:pos:R:3:mulliken_charge:R:1
C -0.679 1.398 1.111 -0.508
O -1.683 2.286 0.306 -0.516
C -0.332 -0.049 0.741 -0.648
C -0.077 -0.204 -0.842 -0.430
C 1.211 -1.066 -1.127 -0.850
S 1.600 -2.629 -0.439 -0.187
H 0.223 2.139 1.322 0.244
H -1.242 1.277 2.089 0.251
H -1.929 1.727 -0.478 0.302
H -1.069 -0.771 1.080 0.422
H 0.428 -0.289 1.400 0.404
H 0.066 0.842 -1.413 0.327
H -0.858 -0.749 -1.281 0.352
H 1.098 -1.286 -2.138 0.379
H 2.001 -0.319 -1.146 0.372
H 1.241 -2.307 0.815 0.085
```

Properties
M   106.2 g/mol
Charge   0
SMILES string   OCCCCS
Orbital gap   10.05 eV
LUMO   0.82 eV
HOMO energy   -9.2 eV

=====

Run B
The following is a quantum chemistry calculation of a 2-piece molecular cluster, C4H10OS overall, from the Open Molecules 2025 dataset.

Geometry as XYZ:
```
16
Properties=species:S:1:pos:R:3:mulliken_charge:R:1
C -0.582 -1.752 -0.624 -0.794
C -1.380 -1.440 0.624 -0.468
S -2.761 -0.296 0.292 -0.206
H -1.248 -2.216 -1.341 0.366
H -0.169 -0.831 -1.047 0.123
H 0.269 -2.396 -0.400 0.293
H -0.809 -1.019 1.446 0.246
H -1.861 -2.328 1.058 0.322
H -2.101 0.828 0.548 0.101
C 1.313 1.274 0.702 -0.880
C 1.697 1.402 -0.553 0.216
O 1.707 2.496 -1.346 -0.471
H 1.348 0.344 1.239 0.305
H 1.087 2.113 1.349 0.211
H 1.939 0.526 -1.146 0.337
H 1.549 3.295 -0.802 0.298
```

Properties
M   106.2 g/mol
Charge   0
SMILES string   C=CO.CCS
Orbital gap   9.74 eV
LUMO   0.78 eV
HOMO energy   -9.0 eV

=====

Run C
The following is a quantum chemistry calculation of a 2-piece molecular cluster, C4H10OS overall, from the Open Molecules 2025 dataset.

Geometry as XYZ:
```
16
Properties=species:S:1:pos:R:3:mulliken_charge:R:1
C -3.631 1.926 1.759 -0.764
S -3.187 0.350 2.648 -0.075
C -2.931 -0.706 1.242 -0.811
H -3.398 1.827 0.692 0.219
H -3.157 2.858 2.110 0.296
H -4.660 2.217 1.838 0.288
H -2.925 -0.182 0.287 0.240
H -2.079 -1.406 1.142 0.323
H -3.787 -1.369 1.142 0.283
O 5.155 0.551 -2.645 -0.460
C 4.966 -0.589 -2.314 0.168
C 3.719 -0.973 -1.519 -0.814
H 5.689 -1.413 -2.433 0.307
H 3.936 -1.673 -0.705 0.287
H 2.949 -1.344 -2.193 0.252
H 3.340 -0.071 -1.052 0.259
```

Properties
M   106.2 g/mol
Charge   0
SMILES string   CC=O.CSC
Orbital gap   9.43 eV
LUMO   0.85 eV
HOMO energy   -8.6 eV

=====

Least stable of them? run A.